Molecular formula: H14O7
Method: DFT, ωB97M-V/def2-TZVPD

The energy above the lowest of the compared OMol25 structures with the same formula, charge and spin comes out at 315.2 kJ/mol. For the HOMO energy, the calculation gives -11.165 eV. As for the structure (SMILES): O.O.O.O.O.O.O. Its lowest unoccupied orbital energy is -0.277 eV. The calculation puts the molar mass at 126.10 g/mol.

Cartesian coordinates (Å):
O: 0.57185 0.86258 0.85643
H: 0.70165 -0.12792 0.94843
H: 0.86992 0.88983 -0.05145
O: 0.84689 4.21375 -2.62397
H: 0.43399 5.05112 -2.38785
H: 0.65797 3.71534 -1.87020
O: -0.12946 -0.41730 3.73515
H: 0.15633 -1.26738 3.86335
H: -1.13828 -0.46737 3.71375
O: 0.77167 -4.86972 0.55857
H: 0.12530 -4.56265 -0.16669
H: 0.88960 -4.06768 1.01583
O: -0.22881 2.30910 -4.82938
H: 0.53334 2.10135 -4.28996
H: -0.16286 3.21245 -5.01485
O: -2.60876 0.84909 0.18902
H: -2.73553 -0.05261 -0.11052
H: -3.44050 1.02223 0.67274
O: 1.58137 -2.87845 2.18209
H: 1.74452 -2.48584 1.33331
H: 0.55982 -3.02994 2.27621

Forces on atoms 1 to 2 (eV/Å):
0.5 -2.4 -0.1
-0.5 1.7 0.8

***

Molecular formula: H14O7
Method: DFT, ωB97M-V/def2-TZVPD

The energy above the lowest of the compared OMol25 structures with the same formula, charge and spin comes out at 497.6 kJ/mol. For the HOMO energy, the calculation gives -8.270 eV. As for the structure (SMILES): O.O.O.O.O.O.O. Its lowest unoccupied orbital energy is 0.189 eV. The calculation puts the molar mass at 126.10 g/mol.

Cartesian coordinates (Å):
O: 1.21492 0.33519 0.33541
H: 0.47343 0.95020 0.51494
H: 0.82667 -0.47741 0.01914
O: 0.40451 -2.35297 1.70102
H: 0.68793 -3.04386 2.19061
H: -0.37137 -2.63250 1.15558
O: 0.61818 1.25645 -1.25929
H: 0.04475 2.01305 -1.62457
H: 0.57830 0.67260 -2.03057
O: -1.29026 3.96137 1.92733
H: -0.71221 3.19305 2.07181
H: -0.83789 4.61690 2.56263
O: -1.13849 -3.86137 -1.03850
H: -0.59923 -4.33516 -1.59728
H: -0.90967 -2.92722 -1.03251
O: -2.55471 2.13182 -2.47416
H: -2.92257 2.63621 -1.71409
H: -2.78447 1.28345 -2.16651
O: 2.73859 -1.35359 0.75773
H: 3.00660 -1.92056 1.52649
H: 3.57769 -0.96402 0.52800

Forces on atoms 1 to 2 (eV/Å):
0.4 -0.7 5.0
0.9 -1.1 -0.2

***

Molecular formula: H14O7
Method: DFT, ωB97M-V/def2-TZVPD

The energy above the lowest of the compared OMol25 structures with the same formula, charge and spin comes out at 155.1 kJ/mol. For the HOMO energy, the calculation gives -10.563 eV. As for the structure (SMILES): O.O.O.O.O.O.O. Its lowest unoccupied orbital energy is 0.180 eV. The calculation puts the molar mass at 126.10 g/mol.

Cartesian coordinates (Å):
O: -4.18025 -10.78052 32.07713
H: -3.38415 -10.28760 32.10666
H: -4.41565 -10.84335 31.14310
O: -6.90067 -14.77044 29.57354
H: -6.53467 -14.31472 28.78698
H: -7.85549 -14.87485 29.39014
O: -4.25888 -13.42529 31.11823
H: -5.20229 -13.26726 31.18805
H: -3.88946 -12.83145 31.75337
O: -0.95648 -12.35358 31.27539
H: 0.00342 -12.23724 31.19229
H: -1.31827 -11.61933 31.79201
O: -3.36025 -12.63422 28.53309
H: -2.51938 -13.09191 28.52419
H: -3.69582 -13.06052 29.31180
O: -7.15466 -12.41319 31.19726
H: -7.39388 -13.33329 30.98805
H: -7.15037 -12.01357 30.33925
O: -3.18505 -15.88046 30.37364
H: -3.65363 -15.14915 30.80908
H: -2.33569 -15.79952 30.77416

Forces on atoms 1 to 2 (eV/Å):
-1.1 -0.8 0.0
1.1 0.9 0.0

***

Molecular formula: H14O7
Method: DFT, ωB97M-V/def2-TZVPD

The energy above the lowest of the compared OMol25 structures with the same formula, charge and spin comes out at 220.8 kJ/mol. For the HOMO energy, the calculation gives -11.461 eV. As for the structure (SMILES): O.O.O.O.O.O.O. Its lowest unoccupied orbital energy is 0.180 eV. The calculation puts the molar mass at 126.10 g/mol.

Cartesian coordinates (Å):
O: 3.14562 -6.75153 -26.39118
H: 2.37478 -6.55559 -25.85860
H: 3.88525 -6.45372 -25.86157
O: -7.07235 -6.60239 -25.41177
H: -7.31252 -6.09964 -24.63345
H: -7.01925 -5.95111 -26.11123
O: -1.17437 -7.23268 -18.05958
H: -0.97679 -8.16309 -17.95219
H: -0.34419 -6.84077 -18.33059
O: -0.72870 -11.79848 -21.57434
H: -1.54285 -11.45107 -21.93861
H: -0.56216 -12.59610 -22.07664
O: -1.22209 -1.63366 -25.65389
H: -0.87062 -1.77752 -26.53253
H: -1.27525 -2.50906 -25.27038
O: -2.34216 -3.37517 -30.04591
H: -2.98039 -3.44026 -29.33552
H: -2.54399 -4.11525 -30.61842
O: -1.66823 -5.88991 -23.83150
H: -1.93484 -6.06299 -22.92862
H: -2.37142 -6.26072 -24.36465

Forces on atoms 1 to 2 (eV/Å):
0.0 -0.1 -0.2
-0.2 0.0 0.1

***

Molecular formula: H14O7
Method: DFT, ωB97M-V/def2-TZVPD

The energy above the lowest of the compared OMol25 structures with the same formula, charge and spin comes out at 134.2 kJ/mol. For the HOMO energy, the calculation gives -11.067 eV. As for the structure (SMILES): O.O.O.O.O.O.O. Its lowest unoccupied orbital energy is 0.112 eV. The calculation puts the molar mass at 126.10 g/mol.

Cartesian coordinates (Å):
O: 9.29591 5.94038 7.79011
H: 8.93810 6.21172 8.63981
H: 8.53473 5.51425 7.38030
O: 4.76501 4.88078 4.47843
H: 4.09721 4.36226 4.95276
H: 5.35610 4.27038 4.02924
O: 4.91275 5.79431 7.75256
H: 5.53761 6.15159 7.07794
H: 5.18474 6.30405 8.53380
O: 4.11115 7.82665 9.92699
H: 3.99773 8.66181 10.36962
H: 3.89685 8.00381 9.00139
O: 6.61780 6.45433 5.39365
H: 5.85533 6.07479 4.94945
H: 6.85081 7.29841 4.97459
O: 3.75521 8.70166 7.22788
H: 4.70047 8.54284 7.23844
H: 3.34979 7.84259 7.06842
O: 4.28782 2.95906 8.25930
H: 4.41369 3.92798 8.17882
H: 3.42526 2.77319 7.88130

Forces on atoms 1 to 2 (eV/Å):
-0.3 0.0 0.1
0.2 0.1 0.2

***

Molecular formula: H14O7
Method: DFT, ωB97M-V/def2-TZVPD

The energy above the lowest of the compared OMol25 structures with the same formula, charge and spin comes out at 106.5 kJ/mol. For the HOMO energy, the calculation gives -10.700 eV. As for the structure (SMILES): O.O.O.O.O.O.O. Its lowest unoccupied orbital energy is 0.293 eV. The calculation puts the molar mass at 126.10 g/mol.

Cartesian coordinates (Å):
O: 0.88389 -1.71170 -0.38468
H: 1.49124 -2.58807 -0.27498
H: 1.60633 -1.03040 -0.38902
O: 0.16610 -0.72218 1.91200
H: 0.40287 -1.18748 1.02220
H: 0.35597 0.23658 1.72012
O: -2.13614 -0.21527 1.00131
H: -1.26401 -0.45093 1.52728
H: -2.95264 -0.47772 1.45327
O: -1.57461 -0.90556 -1.65981
H: -1.94752 -0.81635 -0.70958
H: -0.71059 -1.40698 -1.57226
O: -1.17613 1.80617 -0.93614
H: -1.27425 1.05451 -1.49873
H: -1.73573 1.43283 -0.28453
O: 0.96557 1.64396 0.57698
H: 0.13277 1.75879 0.06923
H: 1.07258 2.57551 0.96078
O: 2.75767 0.07482 -0.69464
H: 2.25290 0.94833 -0.50897
H: 3.47925 0.18940 -0.03494

Forces on atoms 1 to 2 (eV/Å):
2.6 -3.5 0.4
-2.4 2.9 -0.4

***

Molecular formula: H14O7
Method: DFT, ωB97M-V/def2-TZVPD

The energy above the lowest of the compared OMol25 structures with the same formula, charge and spin comes out at 856.6 kJ/mol. For the HOMO energy, the calculation gives -9.248 eV. Its lowest unoccupied orbital energy is -0.775 eV. The calculation puts the molar mass at 126.10 g/mol.

Cartesian coordinates (Å):
O: -8.93006 8.51235 -29.06454
H: -8.27963 8.10157 -28.49494
H: -9.18293 9.31168 -28.60263
O: -10.20696 6.92661 -29.98705
H: -9.46987 7.42496 -29.63409
H: -10.54182 7.46751 -30.70226
O: -7.78412 8.57780 -30.93264
H: -8.25150 8.46396 -30.10509
H: -7.98615 7.78722 -31.43306
O: -9.83663 6.27857 -27.96518
H: -10.06673 6.99844 -27.37775
H: -10.05032 6.60455 -28.83942
O: -11.58150 7.43441 -33.17468
H: -12.05666 8.04308 -33.74034
H: -11.50525 7.89375 -32.33837
O: -10.41271 4.83025 -30.31908
H: -10.08559 5.72967 -30.33547
H: -11.36551 4.92151 -30.31170
O: -11.04686 8.63712 -31.61047
H: -11.68236 9.26022 -31.25817
H: -10.27190 9.16601 -31.80004

Forces on atoms 1 to 2 (eV/Å):
-0.1 2.6 5.4
0.4 -0.5 0.9

***

Molecular formula: H14Si6
Method: DFT, ωB97M-V/def2-TZVPD

The energy above the lowest of the compared OMol25 structures with the same formula, charge and spin comes out at 161.4 kJ/mol. For the HOMO energy, the calculation gives -8.902 eV. Its lowest unoccupied orbital energy is -0.730 eV. The calculation puts the molar mass at 182.63 g/mol.

Cartesian coordinates (Å):
Si: -0.71304 -3.49856 2.65000
Si: 0.08877 1.84549 -3.20398
Si: 2.17256 2.08483 0.25866
Si: -1.00809 -1.43116 1.64912
Si: -1.05232 -0.89518 -0.57958
Si: 0.36710 1.66137 -0.95158
H: 0.59612 -3.41260 2.26180
H: -1.18468 -3.60316 4.03614
H: -1.37236 -4.65870 2.07437
H: 0.35678 0.56044 -3.70058
H: -1.28898 2.29068 -3.40500
H: 0.53757 2.63769 -4.24080
H: 3.50816 2.10450 -0.20525
H: 2.26495 1.71793 1.70730
H: 2.15049 3.54387 0.53809
H: 0.13625 -0.45261 2.20003
H: -2.15005 -0.61439 2.05516
H: -0.51135 -1.75146 -1.63756
H: -2.37907 -1.03445 -1.06258
H: -0.51883 2.90547 -0.44376

Forces on atoms 1 to 2 (eV/Å):
-2.5 0.1 0.1
-1.0 -0.1 0.7

***

Molecular formula: H15LiO8
Method: DFT, ωB97M-V/def2-TZVPD

The energy above the lowest of the compared OMol25 structures with the same formula, charge and spin comes out at 225.3 kJ/mol. For the HOMO energy, the calculation gives -8.206 eV. Its lowest unoccupied orbital energy is -0.495 eV. The calculation puts the molar mass at 150.05 g/mol.

Cartesian coordinates (Å):
Li: -0.35678 -0.26701 -0.29793
O: 0.66785 0.45362 -1.92708
H: -0.04354 0.91557 -2.71022
O: -2.03096 -1.75281 -0.83457
H: -1.74130 -2.32462 -1.47562
H: -2.64474 -2.21155 -0.36323
O: 2.74763 -1.26670 -1.23009
H: 2.70537 -1.95767 -1.87949
H: 2.00555 -0.79486 -1.63785
O: -1.72467 0.56751 0.45467
H: -2.51206 0.00377 0.58100
H: -2.09554 1.31712 0.02659
O: -1.15643 0.85434 3.08590
H: -0.53929 0.22244 3.47098
H: -1.18614 0.54038 2.24721
O: 0.57901 2.95820 -1.36377
H: 0.43025 2.11352 -1.58834
H: 1.43523 3.40167 -1.43759
O: 0.91734 0.83729 1.11257
H: 0.74338 0.50197 2.02371
H: 0.91210 1.83100 1.46732
O: 0.74072 -1.80743 0.97119
H: 1.63551 -1.61025 0.69020
H: 0.51151 -2.52549 0.61445

Forces on atoms 1 to 2 (eV/Å):
1.6 0.0 -0.9
-4.1 1.2 -3.0

***

Molecular formula: H15NO6
Method: DFT, ωB97M-V/def2-TZVPD

The energy above the lowest of the compared OMol25 structures with the same formula, charge and spin comes out at 68.1 kJ/mol. For the HOMO energy, the calculation gives -10.844 eV. As for the structure (SMILES): N.O.O.O.O.O.O. Its lowest unoccupied orbital energy is 0.355 eV. The calculation puts the molar mass at 125.12 g/mol.

Cartesian coordinates (Å):
N: 0.79941 -1.92739 -1.08639
H: 1.36315 -1.09432 -0.98455
H: 0.88874 -2.16176 -2.07497
H: 1.33158 -2.68663 -0.65719
O: -0.42429 1.67397 3.96928
H: 0.09800 1.76007 3.18921
H: -0.93379 0.86881 3.77962
O: -1.56923 -0.26356 -1.98659
H: -1.60592 -0.72926 -1.14448
H: -2.42475 -0.35836 -2.45044
O: 0.69811 1.54716 0.23401
H: 0.15168 1.21036 -0.46097
H: 1.33240 2.13528 -0.18915
O: 1.71210 0.01669 2.43550
H: 1.45289 0.65441 3.11341
H: 1.33755 0.44797 1.63205
O: 0.29584 1.21219 -3.22935
H: -0.05790 2.10787 -3.35840
H: -0.41543 0.73559 -2.76476
O: -1.37773 -1.33947 0.62862
H: -0.64330 -1.91544 0.30730
H: -2.00910 -1.89420 1.09826

Forces on atoms 1 to 2 (eV/Å):
0.5 -0.9 -0.3
0.1 0.2 0.2

***

Molecular formula: H15NaO9
Method: DFT, ωB97M-V/def2-TZVPD

The energy above the lowest of the compared OMol25 structures with the same formula, charge and spin comes out at 1738.1 kJ/mol. For the HOMO energy, the calculation gives 0.495 eV. The total charge is -2. Its lowest unoccupied orbital energy is 4.440 eV. The calculation puts the molar mass at 182.10 g/mol.

Cartesian coordinates (Å):
Na: 14.12040 1.94532 2.97963
O: 12.70499 1.29581 2.21394
H: 12.11897 1.62221 1.50361
O: 13.60303 3.57165 3.44924
H: 13.86714 3.91159 4.32630
O: 14.90658 0.50547 3.64818
H: 15.50458 -0.10391 4.12314
O: 13.28487 -0.68257 3.01513
H: 14.02088 -0.44948 3.58096
H: 13.16525 0.08086 2.45024
O: 13.86737 0.63704 5.34308
H: 14.52460 0.42099 6.00459
H: 14.28680 0.42385 4.50948
O: 16.21735 2.30546 3.91997
H: 15.96611 2.79698 4.70196
H: 15.68374 1.51151 3.95381
O: 15.44580 1.53761 1.86868
H: 16.07100 1.32460 1.17585
H: 15.63495 0.90808 2.56448
O: 13.27630 3.29463 5.54438
H: 14.11161 2.89612 5.78867
H: 13.29105 3.31544 4.58753
O: 12.27180 1.57284 4.33622
H: 12.13937 1.23540 3.45031
H: 12.86395 0.94285 4.74696

Forces on atoms 1 to 2 (eV/Å):
-0.2 3.5 1.2
-5.7 0.1 -8.3

***

Molecular formula: H15O8Pb
Method: DFT, ωB97M-V/def2-TZVPD

The energy above the lowest of the compared OMol25 structures with the same formula, charge and spin comes out at 209.1 kJ/mol. For the HOMO energy, the calculation gives -13.529 eV. The total charge is +1. Its lowest unoccupied orbital energy is -6.670 eV. The calculation puts the molar mass at 350.31 g/mol.

Cartesian coordinates (Å):
Pb: -18.03286 -11.25090 -5.50619
O: -16.16913 -10.67393 -6.65188
H: -15.57269 -10.13906 -6.11478
O: -15.97768 -12.01070 -9.24248
H: -16.03471 -11.36164 -8.63987
H: -15.17345 -11.87625 -9.76694
O: -16.02028 -7.81736 -4.13972
H: -15.88069 -6.99689 -3.69056
H: -15.38759 -8.57604 -4.00100
O: -14.21747 -9.70077 -4.00192
H: -14.30360 -10.57550 -3.51786
H: -13.81609 -9.07561 -3.34863
O: -19.11638 -10.09240 -7.50768
H: -18.64833 -10.41511 -8.27381
H: -20.01808 -10.22423 -7.79061
O: -16.69449 -8.66929 -8.43693
H: -16.69418 -9.24610 -7.71612
H: -17.31778 -7.96595 -8.21806
O: -13.81061 -9.83376 -7.95114
H: -13.61027 -10.46456 -8.61728
H: -14.73493 -10.10133 -7.68461
O: -14.75602 -12.92013 -6.60663
H: -15.21329 -12.02206 -6.82303
H: -14.81259 -12.95414 -5.62353

Forces on atoms 1 to 2 (eV/Å):
1.4 0.9 -1.4
-2.4 -0.2 1.3